# 1
Molecular formula: C19H26BN8OSZn
Method: DFT, ωB97M-V with the def2-TZVPD basis set

Positions of all 57 atoms, in Å:
C (-2.387, 2.734, -3.100)
H (1.752, -1.094, -2.534)
C (-3.988, 2.588, 1.966)
H (3.725, -3.527, 1.624)
C (-2.254, -2.255, -1.239)
H (0.124, -4.465, 3.096)
N (3.058, 0.974, 1.512)
H (-0.356, -2.925, 2.912)
N (1.469, 0.847, -0.191)
H (-0.716, -1.924, 0.396)
N (-2.469, 2.023, -1.953)
N (-1.966, -0.314, -0.109)
C (5.544, 0.951, 0.909)
C (-1.182, 3.432, -3.171)
H (-5.889, 3.703, 1.968)
H (1.906, -2.046, 2.759)
H (6.109, -0.036, 1.019)
N (-4.107, 2.005, -0.197)
H (1.937, -2.870, 0.051)
N (-1.332, 2.356, -1.169)
C (1.854, -3.126, 2.941)
H (1.860, -4.626, -0.040)
S (0.609, 1.459, 2.323)
H (2.018, -3.373, 3.958)
C (2.339, 0.279, -1.014)
H (0.460, 3.381, -1.570)
H (4.453, -0.201, -1.373)
C (-5.231, 2.688, 0.071)
H (1.004, 0.553, -2.666)
H (-4.587, 1.069, -2.262)
H (5.969, 1.476, 0.007)
C (0.402, -3.575, 2.577)
H (3.250, 1.459, 2.354)
N (-3.037, -0.165, -1.000)
H (-5.917, 2.862, -0.738)
C (4.110, 0.678, 0.594)
C (-0.540, 3.114, -1.922)
C (-5.161, 3.111, 1.419)
C (1.760, -3.782, 0.667)
H (-2.127, -3.289, -1.551)
H (2.682, 0.300, -3.159)
C (3.700, 0.175, -0.644)
C (1.768, 1.018, 1.078)
C (2.726, -3.888, 1.905)
H (-3.896, -1.254, -2.524)
H (-0.814, 4.039, -3.981)
C (-1.468, -1.561, -0.260)
N (-3.389, 1.828, 1.017)
C (-3.153, -1.267, -1.709)
H (2.815, -4.995, 2.175)
Zn (-1.042, 1.439, 0.541)
H (-3.584, 2.635, 2.961)
C (1.901, -0.015, -2.428)
H (5.794, 1.406, 1.907)
B (-3.702, 1.166, -1.489)
H (-3.155, 2.634, -3.829)
O (0.350, -3.813, 1.113)

Output
Charge   +1
Frontier orbital gap   7.080 eV
E   -3455.131695 Ha

---

# 2
Molecular formula: C17H22F2N3O6S2
Method: DFT, ωB97M-V with the def2-TZVPD basis set

Positions of all 52 atoms, in Å:
C (4.016, 6.003, -2.538)
H (1.675, -2.824, 2.369)
C (3.541, 6.070, -0.183)
N (-1.361, -1.820, 0.765)
C (0.320, -6.185, 0.436)
N (-1.952, 4.524, 0.922)
F (-1.795, -9.688, 0.070)
C (-0.786, -6.413, 1.243)
H (-2.376, -7.787, 1.730)
H (-2.790, 2.178, 1.335)
C (-2.913, 0.326, 0.299)
S (-0.535, -2.061, 2.113)
C (1.243, -2.075, 1.721)
H (-1.085, -5.663, 1.964)
H (-2.927, 4.564, 1.193)
H (-3.532, -0.123, -0.466)
C (0.003, -8.328, -0.615)
H (-2.690, 2.471, -1.672)
O (-0.344, 0.561, 0.898)
O (1.439, -2.572, 0.398)
H (1.571, -6.960, -1.123)
C (-1.901, 4.072, -0.478)
C (0.712, -7.140, -0.491)
O (-0.784, -1.114, 3.164)
C (-1.096, -8.531, 0.192)
H (4.702, 6.150, -3.361)
C (4.425, 6.257, -1.237)
H (-1.506, 3.846, 1.527)
C (2.247, 5.635, -0.425)
N (1.964, -1.529, -0.418)
H (5.433, 6.600, -1.043)
H (1.539, 5.488, 0.380)
H (0.296, -9.088, -1.327)
O (-0.800, -3.411, 2.548)
O (2.869, -1.908, -1.049)
C (-2.146, 2.563, -0.734)
H (-2.580, 4.700, -1.047)
H (-4.027, 2.105, 0.120)
H (-3.309, -0.041, 1.241)
H (-1.188, 2.094, -0.899)
C (-1.505, -7.593, 1.118)
C (-2.986, 1.854, 0.321)
F (0.610, 4.958, -1.962)
H (1.701, -1.101, 1.833)
H (2.390, 5.346, -3.795)
H (0.872, -5.260, 0.533)
S (-1.250, -0.315, 0.187)
H (-0.909, 4.303, -0.846)
C (1.864, 5.385, -1.727)
C (2.727, 5.558, -2.790)
H (3.859, 6.263, 0.833)
O (-0.945, -0.345, -1.223)

Output
Charge   -1
Frontier orbital gap   8.751 eV
E   -2272.739509 Ha

---

# 3
Molecular formula: C21H48BF4O13P2
Method: DFT, ωB97M-V with the def2-TZVPD basis set

Positions of all 89 atoms, in Å:
H (21.869, 30.468, 25.380)
C (24.381, 31.462, 25.704)
H (24.404, 30.565, 24.884)
C (18.249, 32.491, 23.637)
H (16.959, 36.205, 24.067)
H (22.461, 33.824, 26.875)
H (19.109, 32.459, 21.572)
C (22.028, 30.700, 26.474)
H (16.455, 37.568, 29.006)
H (20.001, 37.035, 31.159)
H (26.086, 34.236, 23.952)
F (21.868, 33.378, 22.300)
C (26.262, 39.775, 23.773)
C (18.095, 34.513, 27.088)
C (21.785, 34.537, 27.492)
H (21.050, 30.556, 21.814)
H (18.054, 31.070, 22.057)
O (19.791, 28.406, 22.674)
C (21.024, 28.541, 22.664)
H (24.952, 36.769, 26.727)
H (22.154, 30.160, 22.973)
C (24.369, 38.204, 22.817)
H (18.778, 35.797, 24.096)
H (22.361, 27.347, 24.184)
H (21.764, 29.983, 27.221)
H (17.077, 34.450, 26.767)
H (26.622, 39.624, 22.745)
H (19.353, 30.778, 24.353)
C (21.293, 37.742, 25.687)
H (24.789, 38.339, 21.858)
O (20.554, 36.848, 29.315)
O (20.693, 37.334, 26.874)
H (18.204, 36.910, 22.790)
O (18.215, 37.362, 25.005)
O (26.984, 36.672, 25.035)
C (20.858, 37.296, 30.671)
O (17.682, 38.402, 27.411)
H (24.152, 35.762, 25.490)
H (26.920, 38.893, 24.281)
O (23.905, 40.083, 24.248)
C (23.386, 31.015, 26.798)
H (26.251, 33.413, 25.324)
H (22.831, 27.185, 22.405)
H (21.705, 36.948, 31.281)
H (20.964, 34.716, 26.745)
H (21.796, 38.744, 25.666)
C (21.937, 27.304, 23.173)
H (24.373, 32.520, 25.393)
H (20.835, 37.916, 24.865)
H (24.963, 35.026, 26.853)
C (17.261, 38.312, 28.840)
H (19.512, 32.178, 25.512)
H (22.515, 29.566, 21.422)
O (22.496, 35.767, 27.813)
H (18.325, 33.836, 27.804)
H (21.471, 31.465, 26.681)
H (21.329, 34.128, 28.350)
O (17.279, 32.980, 24.217)
B (22.185, 34.507, 23.185)
C (25.029, 35.892, 26.087)
H (22.124, 37.068, 25.214)
O (18.326, 35.992, 27.410)
F (21.228, 35.544, 23.180)
O (22.558, 38.192, 28.499)
F (22.313, 33.953, 24.439)
C (18.111, 32.128, 22.155)
H (17.311, 32.587, 21.798)
P (17.668, 37.058, 26.515)
H (18.087, 37.945, 29.449)
C (17.995, 36.556, 24.055)
C (19.378, 31.857, 24.416)
C (26.262, 35.718, 25.324)
H (21.632, 26.234, 23.097)
C (21.706, 29.747, 22.151)
C (24.741, 39.378, 23.683)
H (27.631, 34.225, 24.605)
O (23.821, 31.073, 27.959)
H (16.985, 39.389, 29.126)
H (26.577, 40.586, 24.419)
F (23.351, 35.059, 22.817)
H (25.447, 31.354, 26.292)
O (16.231, 36.757, 26.366)
H (20.848, 38.302, 30.642)
P (21.664, 37.068, 28.167)
H (23.272, 38.091, 22.854)
C (26.680, 34.238, 24.783)
H (24.979, 37.394, 23.317)
H (20.298, 32.403, 23.975)
H (18.727, 34.018, 26.360)

Output
Charge   -1
Frontier orbital gap   9.185 eV
E   -2914.294825 Ha
Energy relative to the best compared isomer or geometry (same formula, charge and spin)   0.000 eV

---

# 4
Molecular formula: C10H14IOP
Method: DFT, ωB97M-V with the def2-TZVPD basis set

Positions of all 27 atoms, in Å:
C (-2.216, 2.253, 1.276)
H (1.722, -4.433, 0.848)
O (-1.589, -1.727, 0.964)
C (-1.908, 4.519, 0.895)
C (-2.622, 3.550, 1.536)
P (-0.264, -1.154, 1.034)
H (2.865, -1.364, 1.263)
H (0.861, -3.523, 2.111)
C (2.424, -1.650, 0.237)
C (-1.142, 2.067, 0.473)
C (1.065, -2.443, 0.282)
C (0.950, -3.752, 1.052)
H (0.807, -1.739, -1.681)
I (0.310, -0.945, 3.468)
H (0.094, -4.378, 0.684)
H (2.278, -0.748, -0.297)
H (-3.639, 3.679, 2.026)
H (3.125, -2.163, -0.509)
H (1.154, -3.473, -1.584)
H (-0.222, 5.025, -0.318)
C (0.620, -2.658, -1.155)
C (-0.833, 4.222, 0.067)
C (-0.336, 2.945, -0.127)
H (-2.387, 5.485, 0.950)
H (-0.445, -2.781, -1.246)
H (0.708, 2.921, -0.473)
H (-2.762, 1.439, 1.759)

Output
Frontier orbital gap (alpha / beta)   6.657 / 8.312 eV
E   -1103.607796 Ha
Energy relative to the best compared isomer or geometry (same formula, charge and spin)   3.583 eV